[1]
A cluster of 5 separate species, C34H70BO6 in total. Source: the OMol25 dataset; level of theory: ωB97M-V with the def2-TZVPD basis set.

```
111
Properties=species:S:1:pos:R:3
C 3.40068 -2.19087 2.36095
C 4.71531 -1.51418 2.74117
C 5.16135 -0.34886 1.85069
C 5.69765 -0.67742 0.43444
C 4.79916 -0.29505 -0.75441
C 3.64019 -1.21441 -1.15706
C 3.99322 -2.67950 -1.42655
C 2.76363 -3.59052 -1.53252
C 1.63746 -3.04143 -2.41731
C 0.65444 -4.10229 -2.93754
C -0.63574 -4.27712 -2.11542
C -0.49620 -4.30262 -0.58519
C -1.70857 -3.70615 0.13317
C -1.73863 -2.17801 0.09536
C -3.08016 -1.60949 0.59420
C -3.66984 -0.47474 -0.25037
B -2.80086 0.87888 -0.33472
O -3.01823 1.73097 0.90269
C -3.01161 3.07221 0.49021
C -2.74996 3.02412 -1.02285
O -3.26394 1.79610 -1.43530
H 2.68053 -1.46622 1.97851
H 2.94750 -2.67569 3.22823
H 3.53661 -2.95800 1.60269
H 4.62467 -1.13547 3.76349
H 5.52079 -2.25768 2.76670
H 4.34155 0.37515 1.77303
H 5.96208 0.16460 2.39195
H 6.00357 -1.72797 0.38631
H 6.61998 -0.10351 0.30352
H 5.42921 -0.13353 -1.63578
H 4.37331 0.68799 -0.52545
H 3.23441 -0.79365 -2.07724
H 2.82845 -1.14222 -0.42770
H 4.55893 -2.74091 -2.36499
H 4.65044 -3.06449 -0.64233
H 3.07305 -4.56635 -1.92582
H 2.37968 -3.78111 -0.52756
H 1.06262 -2.29785 -1.85478
H 2.07691 -2.50226 -3.26213
H 0.35848 -3.82815 -3.95443
H 1.16673 -5.06827 -3.02860
H -1.10704 -5.21715 -2.42330
H -1.33944 -3.48682 -2.39336
H 0.39134 -3.74787 -0.27206
H -0.34630 -5.33773 -0.25662
H -2.62497 -4.08501 -0.33989
H -1.73284 -4.02964 1.17635
H -1.52888 -1.80619 -0.91284
H -0.92093 -1.80154 0.71995
H -2.97064 -1.24566 1.62223
H -3.79234 -2.44565 0.65023
H -3.88962 -0.83611 -1.26648
H -4.64558 -0.21685 0.19048
H -1.56164 0.67926 -0.49056
H -4.00494 3.51876 0.67515
H -2.26149 3.66627 1.03428
H -1.66223 3.06252 -1.21256
H -3.22384 3.85882 -1.55742
C 1.83687 3.43259 -2.66667
C 2.69143 3.57062 -3.92603
C 3.71266 2.45980 -3.71715
O 3.04583 1.43380 -2.98722
C 1.79462 1.92138 -2.48223
H 0.84149 3.86239 -2.76237
H 2.33615 3.90826 -1.81868
H 2.08613 3.36444 -4.81256
H 3.14509 4.55370 -4.03819
H 4.56851 2.81981 -3.13219
H 4.09017 2.03700 -4.65071
H 0.97337 1.47373 -3.05006
H 1.69150 1.61079 -1.44239
C -6.27957 0.88593 5.08997
C -5.68298 1.56098 3.85651
C -4.46392 0.69280 3.57567
O -4.82255 -0.63127 4.02126
C -6.02109 -0.58426 4.77825
H -7.33698 1.10255 5.24629
H -5.73160 1.18467 5.98727
H -6.38051 1.50943 3.01766
H -5.41906 2.60601 4.01481
H -3.59668 1.03247 4.15184
H -4.19040 0.68335 2.52298
H -6.84521 -1.00671 4.18855
H -5.89820 -1.19618 5.67629
C -4.40127 -5.20623 4.79244
C -3.04293 -5.08120 5.48070
C -2.08970 -5.40369 4.33438
O -2.73146 -4.95294 3.14772
C -4.09679 -4.62665 3.41603
H -5.19987 -4.66883 5.30253
H -4.68936 -6.25724 4.71113
H -2.88934 -4.05543 5.82121
H -2.91732 -5.74950 6.33261
H -1.90637 -6.48277 4.26235
H -1.12716 -4.89698 4.42434
H -4.21547 -3.53893 3.40316
H -4.71437 -5.04820 2.62198
C 1.86398 8.90427 -3.86657
C 2.69946 9.06952 -5.13532
C 3.76063 7.99229 -4.94254
O 3.13200 6.94526 -4.20737
C 1.87657 7.39141 -3.68883
H 0.85521 9.30568 -3.95144
H 2.35728 9.39057 -3.02244
H 2.09359 8.85181 -6.01722
H 3.12840 10.06424 -5.25129
H 4.61319 8.37488 -4.37026
H 4.13324 7.58277 -5.88276
H 1.06621 6.91766 -4.25232
H 1.79917 7.07667 -2.64793
```

Its total charge is -1. As for the total energy: -49355.883 eV. Its LUMO energy is 2.2828 eV.

Atomic partial charges in e from the Löwdin method, atoms 1 to 99:
1 C -0.10
2 C -0.27
3 C -0.21
4 C -0.20
5 C -0.21
6 C -0.21
7 C -0.21
8 C -0.21
9 C -0.21
10 C -0.20
11 C -0.21
12 C -0.21
13 C -0.22
14 C -0.21
15 C -0.23
16 C -0.13
17 B -0.73
18 O -0.11
19 C -0.24
20 C -0.27
21 O -0.08
22 H 0.07
23 H 0.07
24 H 0.06
25 H 0.10
26 H 0.10
27 H 0.11
28 H 0.10
29 H 0.10
30 H 0.10
31 H 0.11
32 H 0.10
33 H 0.09
34 H 0.11
35 H 0.11
36 H 0.09
37 H 0.11
38 H 0.09
39 H 0.11
40 H 0.11
41 H 0.10
42 H 0.10
43 H 0.10
44 H 0.11
45 H 0.08
46 H 0.11
47 H 0.11
48 H 0.09
49 H 0.10
50 H 0.11
51 H 0.10
52 H 0.09
53 H 0.09
54 H 0.09
55 H 0.11
56 H 0.10
57 H 0.10
58 H 0.09
59 H 0.11
60 C -0.17
61 C -0.17
62 C -0.21
63 O -0.17
64 C -0.19
65 H 0.11
66 H 0.11
67 H 0.12
68 H 0.09
69 H 0.12
70 H 0.11
71 H 0.12
72 H 0.12
73 C -0.18
74 C -0.17
75 C -0.18
76 O -0.15
77 C -0.23
78 H 0.10
79 H 0.11
80 H 0.12
81 H 0.11
82 H 0.12
83 H 0.09
84 H 0.11
85 H 0.11
86 C -0.17
87 C -0.17
88 C -0.21
89 O -0.15
90 C -0.19
91 H 0.11
92 H 0.11
93 H 0.11
94 H 0.10
95 H 0.11
96 H 0.12
97 H 0.12
98 H 0.12
99 C -0.17

***

[2]
A cluster of 2 separate species, C3H6N3O in total in a non-equilibrium geometry. Source: the OMol25 dataset; level of theory: ωB97M-V with the def2-TZVPD basis set.

```
13
Properties=species:S:1:pos:R:3
C 1.01989 2.39121 0.51011
C -0.60169 -1.54619 0.02750
C 0.26923 -2.63171 0.10401
N 0.69627 2.01616 -0.64765
N -2.02164 0.22955 -0.73658
N -1.37708 -0.65004 0.00517
O -2.73403 1.05579 -0.36088
H 1.37956 1.61077 1.25119
H 1.07036 3.31279 1.01998
H 1.26603 -2.26904 -0.24525
H 0.49632 -3.05745 1.05898
H 0.06018 -3.23813 -0.78226
H 0.47659 2.77631 -1.20432
```

Its total charge is +1. As for the total energy: -9712.506 eV. Its LUMO energy is -6.6421 eV.

Population analysis type Löwdin, resulting atomic charges in e:
1 C -0.12
2 C 0.10
3 C 0.04
4 N 0.03
5 N 0.00
6 N 0.21
7 O 0.20
8 H 0.07
9 H 0.06
10 H 0.15
11 H 0.12
12 H 0.14
13 H 0.01

***

[3]
The ion C8H10N3 with charge +1 in a non-equilibrium geometry. Source: the OMol25 dataset; level of theory: ωB97M-V with the def2-TZVPD basis set.

```
21
Properties=species:S:1:pos:R:3
C 0.00519 -0.21352 2.81168
C -0.01802 1.15622 2.16614
C 0.29550 -1.33578 2.08957
C -0.20407 1.67670 1.00775
C 0.32882 -1.49365 0.63772
C 0.16183 -0.44122 -0.37910
C -0.57609 2.71872 0.10890
C 0.07759 -0.52617 -2.87299
N 0.52674 -2.59753 -0.01040
N 0.47538 -2.39694 -1.30476
N 0.17905 -1.02042 -1.51975
H -0.03193 -0.02448 3.84575
H 0.20280 1.87017 3.07915
H 0.39124 -2.32735 2.45852
H -1.07615 2.31415 -0.66136
H -1.29907 3.54482 0.50149
H 0.39189 3.19188 -0.21433
H -0.85088 -0.20970 -3.24062
H 0.63242 0.38627 -2.80533
H 0.26314 -1.25388 -3.69248
H 0.12461 -3.01828 -2.00555
```

As for the expectation value of S²: 2.028. The multiplicity is 3. Its total charge is +1. As for the total energy: -12912.851 eV. Its LUMO energy (spin up / spin down) is -4.2111 / -7.1820 eV.

Population analysis type Löwdin, resulting atomic charges in e:
1 C 0.02
2 C -0.06
3 C 0.04
4 C -0.03
5 C -0.23
6 C 0.08
7 C -0.07
8 C 0.01
9 N 0.14
10 N 0.08
11 N -0.11
12 H 0.10
13 H 0.15
14 H 0.12
15 H 0.02
16 H 0.14
17 H 0.13
18 H 0.08
19 H 0.10
20 H 0.12
21 H 0.17

***

[4]
A structure of composition C30H38N4O4PdS in a non-equilibrium geometry. Source: the OMol25 dataset; level of theory: ωB97M-V with the def2-TZVPD basis set.

```
78
Properties=species:S:1:pos:R:3
Pd 0.05648 0.36090 0.03092
C -1.52462 2.69868 -3.34352
C -0.17326 2.12229 -3.66527
C 0.15370 1.81765 -4.98562
C 1.40995 1.34322 -5.33084
C 2.37739 1.21700 -4.34859
C 2.08674 1.51473 -3.02110
C 3.19363 1.47727 -1.99558
C 0.78868 1.91424 -2.66413
N 0.49634 2.11652 -1.28418
C 0.26335 3.34980 -0.81117
O 0.33532 4.41650 -1.41799
C -0.09591 3.36333 0.65448
C -0.37024 4.52765 1.34202
C -0.70243 4.43049 2.68890
C -0.75418 3.18077 3.29743
C -0.46862 2.06646 2.53431
N -0.14275 2.18066 1.25254
C -0.53773 0.66390 3.09414
O -0.85355 0.52574 4.27697
N -0.25367 -0.28282 2.18690
C -0.16858 -1.63274 2.63174
C 0.88211 -2.00150 3.48234
C 1.86548 -0.96763 3.96079
C 1.01282 -3.33070 3.87447
C 0.12069 -4.29395 3.43496
C -0.93420 -3.91606 2.61777
C -1.09964 -2.59262 2.21782
C -2.28745 -2.20986 1.37467
H -2.16442 2.69177 -4.22737
H -1.41550 3.73051 -2.99601
H -2.00843 2.13463 -2.55046
H -0.59224 1.97578 -5.75789
H 1.64164 1.10434 -6.36501
H 3.38375 0.90422 -4.61705
H 3.93587 0.71296 -2.24367
H 2.80937 1.30621 -0.99837
H 3.71183 2.44008 -1.96970
H -0.31323 5.46518 0.80610
H -0.92480 5.32435 3.26059
H -1.01150 3.03439 4.33786
H 2.21175 -0.33993 3.13290
H 2.73004 -1.44155 4.42945
H 1.39513 -0.30307 4.68767
H 1.83108 -3.60940 4.53461
H 0.24067 -5.33076 3.73262
H -1.65627 -4.66055 2.29187
H -2.82303 -3.10286 1.04785
H -1.99404 -1.65609 0.49210
H -2.97615 -1.57787 1.94784
C -4.68612 -0.56923 -0.46071
N -4.18447 0.50320 0.39102
C -4.89313 0.81150 1.63249
C -2.96627 1.01272 0.18586
O -2.19138 0.66986 -0.71139
H -5.75677 -0.43229 -0.61264
H -4.51103 -1.54869 -0.00949
H -4.17568 -0.53126 -1.41579
H -5.93258 0.51351 1.52597
H -4.86073 1.88049 1.83622
H -4.46781 0.27988 2.48397
H -2.71010 1.81456 0.89116
C 2.77902 -2.48505 -3.60416
C 2.04987 -2.87067 -2.31720
S 1.57805 -1.40142 -1.38475
O 0.32858 -1.80357 -0.57948
C 2.93162 -1.40808 -0.17722
C 2.93065 -2.64036 0.71664
H 2.93479 -3.36784 -4.22333
H 3.76003 -2.04922 -3.39442
H 2.20657 -1.75549 -4.17950
H 2.64304 -3.52250 -1.68023
H 1.08777 -3.34639 -2.51002
H 2.75629 -0.50937 0.40933
H 3.85676 -1.27021 -0.74569
H 1.92694 -2.84942 1.08531
H 3.57230 -2.46034 1.58046
H 3.30637 -3.52655 0.20647
```

As for the expectation value of S²: 2.006. The multiplicity is 3. As for the total energy: -60192.032 eV. Its LUMO energy (spin up / spin down) is 0.3597 / -1.7016 eV.

Population analysis type Löwdin, resulting atomic charges in e:
1 Pd 1.06
2 C -0.03
3 C -0.19
4 C -0.05
5 C -0.10
6 C -0.08
7 C -0.24
8 C -0.06
9 C -0.20
10 N 0.01
11 C -0.49
12 O 0.04
13 C -0.18
14 C 0.01
15 C -0.03
16 C 0.01
17 C -0.19
18 N 0.06
19 C -0.51
20 O 0.03
21 N 0.04
22 C -0.22
23 C -0.23
24 C -0.04
25 C -0.06
26 C -0.09
27 C -0.06
28 C -0.21
29 C -0.05
30 H 0.08
31 H 0.08
32 H 0.05
33 H 0.10
34 H 0.10
35 H 0.11
36 H 0.07
37 H 0.04
38 H 0.09
39 H 0.12
40 H 0.11
41 H 0.12
42 H 0.07
43 H 0.08
44 H 0.08
45 H 0.11
46 H 0.10
47 H 0.10
48 H 0.08
49 H 0.04
50 H 0.08
51 C -0.02
52 N -0.16
53 C -0.03
54 C -0.31
55 O -0.07
56 H 0.09
57 H 0.08
58 H 0.09
59 H 0.09
60 H 0.09
61 H 0.09
62 H 0.14
63 C -0.12
64 C -0.36
65 S 0.93
66 O -0.57
67 C -0.38
68 C -0.11
69 H 0.08
70 H 0.07
71 H 0.07
72 H 0.07
73 H 0.10
74 H 0.06
75 H 0.09
76 H 0.07
77 H 0.09
78 H 0.07

***

[5]
A structure of composition C7H9EuO7P in a non-equilibrium geometry. Source: the OMol25 dataset; level of theory: ωB97M-V with the def2-TZVPD basis set.

```
25
Properties=species:S:1:pos:R:3
Eu 0.00445 0.30836 -1.55777
O -0.63884 3.69948 -1.98325
C -0.43475 2.54378 -2.07769
C 2.09844 -0.39609 -2.09923
O 3.15129 -0.84194 -2.00797
C -1.76611 -1.05849 -2.08156
O -2.64439 -1.87408 -1.98590
C -0.05322 0.32944 -3.98531
O -0.04306 0.33196 -5.10043
C -1.05462 2.19766 1.26532
O -1.70272 0.90113 0.95181
P -0.44213 -0.33935 0.96892
O -0.22018 -0.81368 2.47077
C 0.71450 0.03202 3.23104
O 1.11333 -1.41612 0.36852
C 0.57914 -2.69368 -0.05881
H -1.76240 2.86516 0.78263
H -0.04952 2.29178 0.79801
H -0.95155 2.32628 2.35584
H 1.20751 0.78210 2.59370
H 0.15607 0.51252 4.02654
H 1.40633 -0.71505 3.56888
H 1.42817 -3.36535 0.04656
H -0.27493 -2.96191 0.60452
H 0.17917 -2.64591 -1.09516
```

As for the expectation value of S²: 16.011. The multiplicity is 8. Its total charge is +2. As for the total energy: -50331.315 eV. Its LUMO energy (spin up / spin down) is -10.0301 / -9.9532 eV.

Population analysis type Löwdin, resulting atomic charges in e:
1 Eu 1.10
2 O 0.18
3 C -0.01
4 C -0.07
5 O 0.21
6 C -0.03
7 O 0.16
8 C -0.09
9 O 0.23
10 C -0.13
11 O -0.40
12 P 1.01
13 O -0.28
14 C -0.03
15 O -0.51
16 C -0.16
17 H 0.10
18 H 0.06
19 H 0.11
20 H 0.09
21 H 0.11
22 H 0.11
23 H 0.11
24 H 0.09
25 H 0.05